# 1
Here is a structure of composition C31H25N6OSY from the OMol25 dataset. Energies are from ωB97M-V/def2-TZVPD.

```
65
Properties=species:S:1:pos:R:3:lowdin_charge:R:1
H -3.42 0.04 -3.81 0.134
C 0.20 4.18 -1.14 -0.119
C 0.17 4.80 0.11 -0.119
C -0.08 2.83 -1.25 -0.172
H -0.61 -2.42 -2.70 0.072
H -0.34 1.00 -3.79 0.101
N -3.42 -0.29 -0.42 -0.089
C 3.62 -0.12 -1.05 -0.021
C 0.16 -1.02 -4.14 -0.232
H 1.17 -4.06 -3.04 0.109
H 3.73 -0.24 2.31 0.111
C -0.41 0.39 6.88 -0.082
H 1.55 0.47 7.75 0.106
C 0.97 0.23 6.87 -0.078
H -0.05 2.40 -2.25 0.052
C 1.62 -0.23 5.73 -0.017
H 1.18 0.14 -5.64 0.114
H -0.19 4.50 2.20 0.092
H -2.22 0.22 5.72 0.110
C 1.00 -0.68 2.20 -0.349
C -3.86 -0.18 -1.73 -0.348
C -4.52 -0.31 0.34 -0.170
H -0.91 0.76 7.76 0.106
H -0.68 2.13 1.99 0.062
H 2.48 -1.22 3.48 0.130
H -4.45 -0.39 1.42 0.093
C -0.42 2.01 -0.16 -0.253
C -1.14 0.09 5.74 -0.086
C 1.17 -3.15 -3.62 -0.072
C 3.32 -0.28 1.31 0.008
N -1.68 -0.15 -2.72 -0.087
C 0.88 -0.57 4.61 -0.244
H -5.87 -0.04 -2.64 0.102
Y -1.09 -0.34 -0.37 1.449
H 0.38 5.85 0.21 0.093
N 1.50 -1.02 3.43 0.138
H 1.79 -0.28 -2.16 0.107
C -2.97 -0.10 -2.83 -0.089
C 4.16 -0.11 0.22 -0.035
N -0.68 -2.59 -0.25 -0.044
H -1.51 0.18 -4.80 0.125
C 1.17 -0.79 -5.07 -0.059
H 0.45 4.76 -2.02 0.092
H 2.96 -3.64 -4.70 0.100
C -0.43 2.68 1.08 -0.176
N -0.26 -0.53 1.97 -0.319
H 2.70 -0.33 5.72 0.115
C -5.26 -0.13 -1.75 -0.054
H 2.95 -1.54 -6.01 0.101
C 2.18 -2.91 -4.54 -0.093
C -0.50 -0.42 4.62 -0.456
H 5.22 0.04 0.37 0.115
C -0.88 0.06 -3.91 -0.182
C 0.16 -2.21 -3.42 -0.063
N 1.44 -0.44 -0.14 0.048
C 2.25 -0.28 -1.18 -0.080
O 0.80 -3.97 1.02 0.044
C 2.17 -1.73 -5.28 -0.090
C -5.68 -0.21 -0.43 -0.095
C 1.97 -0.46 1.09 -0.184
H 4.24 0.01 -1.93 0.114
S -1.38 -0.96 3.19 1.003
H -6.70 -0.21 -0.06 0.088
C 0.06 -3.29 0.38 -0.559
C -0.15 4.03 1.22 -0.118
```

Output
* HOMO-LUMO gap: 7.039 eV
* energy relative to the best compared isomer or geometry (same formula, charge and spin): 5.5 kcal per mole



# 2
Here is the molecule C3H2ClNOS2 from the OMol25 dataset. Energies are from ωB97M-V/def2-TZVPD.

```
10
Properties=species:S:1:pos:R:3:lowdin_charge:R:1
C -0.23 -0.60 -0.83 -0.611
N 0.12 1.24 0.53 0.057
C -0.31 0.19 1.22 -0.741
H 0.90 -1.58 -2.82 0.020
C 0.19 0.72 -0.83 -0.803
Cl 0.97 1.64 -1.97 0.735
O -0.87 -0.78 0.45 -0.084
H -0.28 1.40 3.15 0.002
S -0.15 -0.13 3.03 0.735
S -0.34 -2.09 -1.92 0.691
```

Output
* HOMO-LUMO gap: 8.563 eV
* SMILES: Sc1nc(Cl)c(S)o1
* energy relative to the best compared isomer or geometry (same formula, charge and spin): 70.2 kcal per mole



# 3
Here is the molecule C4H3F2N from the OMol25 dataset. Energies are from ωB97M-V/def2-TZVPD.

```
10
Properties=species:S:1:pos:R:3:lowdin_charge:R:1
H 1.33 1.10 0.18 0.106
F -3.15 0.42 -0.23 0.096
C -0.87 0.86 0.02 -0.020
H 0.15 -2.85 0.00 0.054
C 0.29 -1.89 -0.43 0.090
C -1.89 0.01 0.00 -0.343
F -1.95 -1.28 0.36 0.092
N 0.66 -0.83 -0.01 -0.035
H -1.09 1.90 -0.16 0.119
C 0.49 0.43 0.10 -0.159
```

Output
* HOMO-LUMO gap: 8.289 eV
* energy relative to the best compared isomer or geometry (same formula, charge and spin): 69.7 kcal per mole



# 4
Here is a structure of composition C5H4AsBrNOPdS4 from the OMol25 dataset. Energies are from ωB97M-V/def2-TZVPD.

```
18
Properties=species:S:1:pos:R:3:lowdin_charge:R:1
H 0.60 4.68 0.97 0.145
S -0.83 -2.53 1.11 0.162
C 0.12 2.25 1.14 0.038
O 0.76 4.31 0.09 0.130
H 1.08 2.91 -2.05 0.138
C -0.09 0.90 0.99 -0.096
C 0.54 3.00 0.05 -0.285
H -0.42 0.28 1.81 0.103
S -0.23 -6.26 1.06 0.174
As -0.88 -4.43 0.14 -0.253
S -2.33 -5.98 0.52 0.178
S -0.27 -3.75 -1.77 0.130
Br 0.73 -0.07 -2.77 0.888
C 0.75 2.36 -1.18 0.010
H -0.05 2.71 2.11 0.133
C 0.51 1.02 -1.21 -0.671
Pd -0.08 -1.67 -0.83 0.230
N 0.10 0.28 -0.18 -0.153
```

Output
* HOMO-LUMO gap: 7.574 eV
* charge: +1



# 5
Here is a cluster of 2 separate species, C3H8O3S in total from the OMol25 dataset. Energies are from ωB97M-V/def2-TZVPD.

```
15
Properties=species:S:1:pos:R:3:lowdin_charge:R:1
H 0.24 1.28 0.45 0.125
O 0.03 3.33 -1.35 0.022
H 3.12 -2.83 1.22 0.031
C -0.56 0.94 -0.25 -0.317
H 2.92 -4.13 2.05 0.049
H 0.60 -1.45 -0.64 -0.122
O 3.04 -3.81 1.13 -0.099
C -1.22 -0.36 0.09 -0.497
H -1.98 3.79 -1.04 0.148
H -1.84 -0.81 -0.71 0.096
S 0.25 -1.40 0.66 0.706
O -1.54 1.96 -0.42 -0.010
H -1.86 -0.25 0.99 0.079
C -1.14 3.07 -0.98 -0.334
H -0.07 0.66 -1.20 0.122
```

Output
* HOMO-LUMO gap: 10.172 eV
* SMILES: O=COCCS.O
* energy relative to the best compared isomer or geometry (same formula, charge and spin): 29.3 kcal per mole



# 6
Here is a structure of composition C31H34BrInN7O3Se2 from the OMol25 dataset. Energies are from ωB97M-V/def2-TZVPD.

```
79
Properties=species:S:1:pos:R:3:lowdin_charge:R:1
H 2.17 0.98 4.13 0.102
C -1.74 -1.50 2.79 -0.058
H -5.05 1.29 0.25 0.085
C -0.52 0.70 -3.93 -0.739
O 2.74 4.42 -1.75 -0.042
C -1.17 -2.63 -1.14 -0.193
C 3.81 -2.07 2.15 -0.011
In -0.48 0.13 0.23 0.430
C -4.02 1.25 -0.07 -0.067
H 2.46 -1.51 -4.67 0.132
C 1.95 -0.71 2.81 -0.318
N -2.43 -2.93 4.61 0.138
Se 1.93 0.47 -0.75 0.699
H -3.18 -3.21 -2.88 0.116
Br -2.13 1.63 -3.62 0.816
H 2.77 -0.03 -6.54 0.126
H -3.33 1.39 0.79 0.001
O 2.20 0.70 -6.27 0.091
N 1.12 -1.33 1.95 0.095
H 4.09 4.82 -0.31 0.091
C 1.83 3.39 0.26 -0.562
H 0.81 4.63 -1.11 0.110
C -3.35 -2.31 -2.29 0.000
H 1.69 -4.85 0.14 0.129
H 3.93 -0.53 3.63 0.129
H 3.26 -3.56 0.64 0.116
H 0.58 2.72 1.84 0.028
H 0.23 4.35 1.32 0.073
C 2.73 4.36 1.03 -0.226
C 0.49 3.36 0.98 -0.459
C 1.37 0.41 3.61 -0.013
C 0.80 -1.05 -3.45 -0.208
C -4.55 -1.64 -2.43 -0.021
C 0.25 1.08 -5.00 -0.029
N -0.29 -0.35 -3.15 0.024
H -5.29 -2.01 -3.10 0.113
C -2.62 0.55 4.25 -0.080
C -2.29 -1.66 4.08 -0.342
C -2.03 0.74 3.00 -0.153
N -2.70 -0.65 4.83 0.144
H 2.58 1.69 1.34 0.032
H 0.83 1.07 2.96 0.029
H -2.72 -2.98 5.56 0.098
C 2.56 2.03 0.32 -0.466
H -3.81 2.08 -0.78 0.065
C -2.42 -1.83 -1.42 -0.217
C 1.65 -0.80 -4.48 0.000
C 0.70 -2.91 0.21 -0.189
H 0.96 -1.91 -2.82 0.096
C 2.95 -2.72 1.26 -0.003
H 2.76 4.01 2.06 0.134
H 0.32 -5.56 -1.84 0.119
N -2.56 -0.66 -0.78 0.099
O 4.06 4.49 0.61 -0.046
H -1.91 -3.70 4.18 0.113
C -0.90 -3.83 -1.78 0.002
C -3.77 -0.05 -0.80 -0.281
H -5.74 -0.05 -1.66 0.130
H 3.63 2.10 0.07 0.078
C 1.58 3.88 -1.16 -0.260
Se -1.11 2.66 -0.04 0.659
C 1.62 -2.31 1.23 -0.281
H -1.34 -2.32 2.25 0.095
H -2.05 1.73 2.52 0.073
H 0.62 0.01 4.37 0.111
C 1.39 0.32 -5.26 -0.300
H 4.87 -2.31 2.19 0.123
N -1.57 -0.29 2.30 -0.009
H 2.68 4.40 -2.71 0.110
C 0.14 -4.63 -1.34 -0.023
C 3.27 -1.07 2.94 -0.010
C -4.78 -0.56 -1.64 -0.012
C 0.92 -4.20 -0.31 0.014
H -0.02 1.90 -5.62 0.114
H 2.22 5.33 1.03 0.135
H -1.44 -4.18 -2.65 0.116
H 1.13 3.05 -1.74 0.075
H -2.98 1.42 4.80 0.120
N -0.34 -2.18 -0.20 0.089
```

Output
* HOMO-LUMO gap: 6.520 eV
* charge: +1
* energy relative to the best compared isomer or geometry (same formula, charge and spin): 0.0 kcal per mole



# 7
Here is a cluster of 31 separate species, H62O31 in total from the OMol25 dataset. Energies are from ωB97M-V/def2-TZVPD.

```
93
Properties=species:S:1:pos:R:3:lowdin_charge:R:1
O -1.90 -3.61 -1.86 -0.044
H 4.43 -0.52 2.57 0.058
O 0.46 2.18 4.71 -0.026
O 0.70 2.05 -4.92 -0.028
O 0.17 4.60 -2.19 -0.025
H 1.63 1.98 -5.12 0.050
O 3.03 -1.48 -3.41 -0.040
H -1.76 -2.86 -3.61 -0.032
H 0.60 0.70 -3.62 -0.006
H 4.44 3.31 -2.12 0.071
H -3.80 -0.16 1.82 0.052
H 0.65 -3.57 0.97 -0.024
O 1.82 4.30 1.98 -0.062
O -2.38 3.16 -2.77 -0.029
H 0.28 0.18 -1.07 0.001
H 2.78 -2.39 -3.22 0.023
H 4.67 -3.04 1.29 0.030
H 0.66 -2.19 1.60 0.012
H 4.42 0.87 -0.31 0.011
O -3.59 1.25 -4.82 -0.047
H -3.88 -1.36 4.57 0.027
O 1.87 2.58 -0.32 -0.051
H -2.18 3.96 -3.26 0.056
O -3.06 0.22 2.29 -0.042
O 1.43 -3.75 -2.02 -0.039
H 3.85 -1.36 -2.93 0.043
H 4.16 -1.71 0.78 -0.031
H -1.77 -2.26 0.57 0.030
H 1.20 0.51 4.94 0.011
H 0.81 3.07 4.79 0.053
H 0.92 4.01 -2.27 0.027
O -2.68 -2.35 0.29 -0.026
H 1.22 -4.38 4.20 0.013
O 1.50 -5.01 1.24 -0.020
H -3.06 1.15 2.04 0.022
H 0.12 2.14 3.82 0.039
H -3.10 -2.85 0.99 0.075
H 1.53 -0.43 -3.24 -0.005
O -4.84 1.98 -1.89 -0.051
O 4.98 0.71 -1.07 -0.042
H -3.61 -1.56 -1.36 -0.005
O 1.52 -0.37 4.72 -0.028
O -4.09 -0.83 -1.76 -0.032
H 3.44 2.71 -3.08 0.062
H 1.99 -5.50 0.57 0.067
H -2.27 -4.47 -2.07 0.062
H -4.17 2.50 -0.22 -0.010
H -0.48 4.65 3.30 0.042
O -3.05 -0.93 4.78 -0.064
H 1.95 3.81 1.16 -0.016
O 0.84 0.14 -2.89 -0.041
H 1.75 -3.61 -1.13 0.012
H -0.57 3.73 -0.73 -0.004
H -1.54 2.69 -2.73 0.043
O 0.11 0.35 -0.14 -0.030
O -0.93 4.07 2.68 -0.044
H -2.32 -3.37 -1.03 -0.015
H 0.51 -1.34 3.84 -0.016
H 0.55 -3.37 -2.03 0.016
O -0.13 -1.82 3.32 -0.054
H 0.32 5.28 -2.85 0.062
H -0.61 2.42 0.02 0.020
H 0.46 2.93 -5.23 0.052
H 5.81 0.43 -0.70 0.040
H 1.58 1.67 -0.37 0.010
O -3.71 2.54 0.62 -0.057
O -1.09 3.24 -0.09 -0.040
H 1.00 -5.67 1.71 0.059
H 2.46 2.68 -1.07 -0.033
H 0.99 3.97 2.32 -0.036
H -4.37 1.76 -4.99 0.034
H -0.91 -1.27 3.32 0.044
H -4.27 2.54 -2.42 -0.001
H -3.05 1.81 -4.27 -0.018
H 3.36 0.50 2.25 0.055
H -1.72 -4.36 3.75 0.044
H -0.55 -3.78 2.97 -0.028
H -0.79 4.47 1.83 0.029
O 0.37 -2.66 0.82 -0.059
H -2.82 -0.46 3.98 -0.037
H 2.29 -0.50 5.27 0.071
O 1.85 -3.76 4.55 -0.037
H 1.52 -2.90 4.29 -0.011
O 3.73 -0.33 1.94 -0.034
O 4.50 -2.55 0.49 -0.056
O -1.81 -2.69 -4.55 -0.059
O -1.16 -4.52 2.98 -0.047
H -1.30 -3.39 -4.95 0.025
H 0.08 -0.52 0.26 0.017
H -4.19 -1.08 -2.68 0.047
O 3.51 3.12 -2.22 -0.017
H -4.46 1.10 -1.98 -0.001
H -2.82 2.83 0.40 -0.017
```

Output
* HOMO-LUMO gap: 9.267 eV
* energy relative to the best compared isomer or geometry (same formula, charge and spin): 67.1 kcal per mole



# 8
Here is a structure of composition C28H36N4O2P2Re from the OMol25 dataset. Energies are from ωB97M-V/def2-TZVPD.

```
73
Properties=species:S:1:pos:R:3:lowdin_charge:R:1
H -2.19 -4.64 -0.77 0.157
C -0.50 -0.39 4.50 -0.220
C -1.23 4.11 1.09 -0.126
H -1.06 4.23 0.03 0.092
H 6.78 0.82 2.14 0.093
H 0.29 -3.38 -2.04 0.096
C -1.70 3.02 3.03 -0.136
H 0.20 0.14 5.16 0.014
C 0.51 -3.14 0.47 -0.128
C 1.92 0.68 -2.51 -0.158
C 5.01 0.95 -0.66 -0.137
H -0.81 -2.58 -3.93 0.124
H -0.59 -4.76 -2.64 0.152
H 1.43 1.84 1.44 0.075
C -1.57 4.38 3.34 -0.046
C -4.06 2.70 -1.90 0.019
C 2.15 -1.29 -3.64 -0.082
C -0.33 -4.35 0.09 0.051
H 2.46 -2.48 -1.77 0.107
C 4.72 0.40 1.49 -0.202
H -2.18 -1.23 -0.18 0.082
H -1.93 2.17 3.64 0.083
C -4.11 1.37 -0.07 -0.026
C -1.29 5.08 2.11 -0.036
C 6.05 0.81 1.35 -0.077
H -0.02 0.64 -0.91 0.043
H -2.37 -3.24 -3.45 0.154
C -0.71 -3.79 -2.14 -0.155
H 4.18 0.03 2.34 0.078
H -0.14 -1.21 0.83 -0.056
C 1.46 1.63 0.35 -0.415
H -6.01 1.85 -1.16 0.135
C -0.12 -1.82 -0.14 -0.265
H 0.57 -1.48 -0.91 0.034
C 0.05 1.52 -0.25 -0.420
O -2.16 -3.74 2.95 0.071
N 4.07 0.49 0.27 -0.213
C -1.31 -3.98 -0.77 -0.077
C 1.94 0.11 -3.80 -0.066
P -1.22 1.22 1.02 0.894
C -1.48 -1.71 -0.84 -0.061
C -2.23 -2.63 2.43 -0.411
H -4.31 3.29 -2.79 0.133
H -1.61 4.79 4.34 0.104
H 2.09 2.39 -0.10 0.107
H -0.39 -1.50 4.68 0.043
H -2.93 -2.38 1.60 0.128
N 2.19 -0.32 -1.58 -0.204
H -0.28 -5.24 0.76 0.170
Re -0.19 -0.19 2.38 1.009
H -1.86 2.99 -1.76 0.121
C -1.64 -1.60 -2.20 0.026
H 1.72 1.70 -2.19 0.100
C 6.24 1.16 -0.02 -0.067
H 4.78 1.08 -1.71 0.099
C -4.93 1.95 -1.06 0.014
H 1.57 -3.22 0.15 0.118
H 1.85 0.67 -4.74 0.109
C -2.76 2.53 -1.37 -0.042
H -0.27 2.40 -0.82 0.056
N -1.44 2.85 1.67 -0.279
C -1.43 -2.79 -3.07 -0.113
H -1.12 6.13 1.98 0.105
P 2.16 -0.03 0.39 1.201
H 0.54 -3.09 1.59 0.132
H 2.20 -2.03 -4.43 0.111
O -1.51 -1.54 2.76 -0.381
H -1.53 -0.15 4.85 0.032
H -1.90 -0.65 -2.71 0.151
H 7.16 1.50 -0.46 0.101
C 2.28 -1.54 -2.27 -0.166
H -4.42 0.75 0.77 0.138
N -2.77 1.70 -0.25 -0.098
```

Output
* HOMO-LUMO gap (alpha / beta): 4.737 / 3.328 eV
* spin multiplicity: 4
* charge: +2



# 9
Here is a structure of composition C29H41Cl3N7O4PdS2Se from the OMol25 dataset. Energies are from ωB97M-V/def2-TZVPD.

```
88
Properties=species:S:1:pos:R:3:lowdin_charge:R:1
H -0.93 -2.25 -1.51 0.036
H -1.44 -3.22 -0.33 0.078
H -4.43 3.42 7.84 0.121
H 1.96 -4.45 2.66 0.119
C 0.67 1.35 5.77 -0.646
H -1.51 4.19 -0.09 0.087
C 0.49 -3.57 -0.91 -0.621
H -0.14 -4.99 0.39 0.112
H 0.58 2.22 -1.46 0.054
H -3.99 5.96 8.28 0.063
Cl 2.30 1.05 6.31 0.658
H 3.78 1.29 -2.63 0.092
O 0.94 -0.76 -2.92 -0.549
H 3.66 -5.23 1.01 0.110
C 1.82 -5.48 -0.03 -0.205
C -1.41 1.70 1.84 -0.215
Se -5.07 0.53 -0.27 0.332
C -0.26 0.33 5.82 -0.126
C -4.40 5.52 7.39 -0.412
C -0.98 2.83 4.90 -0.020
H 0.19 -3.26 1.74 0.149
H 3.28 -3.92 -0.06 0.093
C -3.36 -0.07 -0.48 -0.929
H -0.99 0.81 2.29 0.122
H 1.17 -2.59 -2.53 0.033
H 0.55 -1.58 0.00 0.046
H 3.81 -0.70 -0.33 0.054
Cl -2.67 -0.76 5.44 0.738
H 5.03 -0.90 -3.15 0.105
N 1.12 -2.53 0.05 0.096
N -2.28 -0.46 -0.61 -0.046
H 5.28 0.10 -0.87 0.075
C 0.70 1.95 -4.92 -0.111
H -1.26 3.80 4.52 0.124
O 1.21 -0.41 1.72 -0.085
H -0.61 2.74 -3.39 0.111
N 0.53 -4.89 -0.37 0.021
C -2.85 3.28 1.39 -0.083
H 2.04 -2.29 -0.29 0.120
H 3.11 -3.21 2.29 0.117
C -1.96 1.84 4.96 -0.189
C -5.31 5.14 5.16 -0.983
H -3.32 0.46 3.11 0.111
C 2.84 -4.59 0.68 -0.190
S 1.70 0.22 -2.03 0.885
H 1.59 -6.35 0.60 0.115
H 3.60 -1.77 -2.64 0.089
N -0.82 2.44 0.94 0.042
O -4.34 1.77 5.37 -0.113
C -3.33 2.16 4.45 -0.289
Cl -5.87 5.34 3.54 0.657
C 3.31 0.33 -2.88 -0.348
C 1.06 1.90 -2.39 -0.338
H -3.79 3.81 1.41 0.101
S -4.80 6.51 6.05 0.983
N -2.65 2.14 2.13 -0.068
H -0.06 2.07 -5.69 0.069
C 2.30 -3.79 1.86 -0.129
H 1.24 1.02 -5.14 0.058
H 1.07 3.38 5.23 0.105
C -5.18 3.97 5.84 -0.324
H 0.98 -4.21 -2.71 0.096
H -6.24 2.11 5.93 0.137
H 0.02 -0.66 6.15 0.105
Pd -0.16 0.04 -0.20 0.277
H 3.07 0.31 -3.95 0.083
N 1.33 -3.49 -2.08 0.118
H -5.88 2.67 4.29 0.106
C 1.25 -1.51 2.33 -0.660
H -3.36 3.25 4.32 0.137
H 5.23 -1.66 -0.76 0.070
H 1.92 2.53 -2.57 0.082
C -1.71 3.45 0.66 -0.150
C 4.65 -0.78 -1.03 -0.114
H -0.56 1.00 -3.45 0.097
C 0.33 2.61 5.30 -0.090
O 1.37 -1.71 3.55 -0.007
C 4.17 -0.85 -2.47 -0.309
C 1.16 -2.82 1.50 -0.194
C -1.56 0.58 5.42 -0.560
H -4.57 1.62 2.72 0.102
N -0.87 -3.21 -1.17 0.116
C 0.07 1.89 -3.54 -0.294
H 2.27 -5.88 -0.94 0.103
H 1.41 2.78 -5.01 0.071
C -4.64 4.21 7.14 -0.127
C -5.48 2.60 5.31 -0.159
C -3.54 1.52 3.08 -0.092
```

Output
* HOMO-LUMO gap: 6.052 eV
* charge: -1
* energy relative to the best compared isomer or geometry (same formula, charge and spin): 59.5 kcal per mole